Below is a 16-piece molecular cluster, C64H176N16O16 overall at a distorted geometry, with properties calculated with ωB97M-V/def2-TZVPD.

The spin multiplicity is 1. The energy relative to the best compared isomer or geometry (same formula, charge and spin) is 2.378 eV. Its frontier orbital gap is 8.693 eV. Its maximum force is 2.920 eV Å⁻¹. The molecular weight comes out at 1426.208 g/mol. The value obtained for the energy is -4623.5976 a.u.

Geometry as XYZ:
```
272
Properties=species:S:1:pos:R:3:forces:R:3
O 4.258 -2.724 4.159 -0.25 -0.38 -0.59
O -7.603 2.525 1.587 -1.09 0.26 0.71
O -2.866 1.185 -0.848 -1.36 -0.44 -0.57
O 5.600 0.114 -1.059 -0.34 -0.36 0.14
O -0.685 -0.260 1.079 1.93 0.08 -1.15
O -1.867 1.295 5.518 0.11 -0.60 0.22
O 0.673 -4.001 2.008 -1.00 0.16 0.98
O -6.125 -5.857 6.763 -1.40 -0.56 1.21
O 0.855 0.372 -7.026 0.54 0.53 1.68
O 5.753 -4.250 -4.066 0.18 -0.15 -0.75
O 0.839 5.315 -0.872 -1.02 -0.31 -1.45
O -4.856 5.006 -3.897 0.19 -1.21 -0.81
O -0.961 -2.768 -3.506 -0.68 0.84 1.09
O -4.297 -3.211 1.023 -0.73 -0.27 -0.89
O 1.344 5.808 -5.489 0.21 0.02 1.16
O 6.363 3.066 4.862 -0.67 -0.70 -0.21
N -3.849 4.179 -6.497 -0.31 1.25 0.54
N -0.914 2.648 0.708 0.14 1.01 -0.77
N 1.776 -1.601 -5.065 0.91 0.68 -0.19
N 5.836 1.672 -4.336 0.37 -0.44 0.63
N 0.906 2.194 3.123 -0.43 0.03 -0.42
N -10.870 1.511 2.947 0.76 -0.42 0.09
N -0.541 -5.316 4.279 -0.27 -0.15 -0.57
N 3.973 2.381 2.125 0.76 -0.05 -0.70
N -3.358 -4.036 5.289 0.21 -1.01 0.04
N 3.203 2.659 -6.025 -0.06 0.74 -0.13
N 1.223 -5.485 -2.365 -0.09 -0.22 -0.69
N 2.940 -2.978 -1.942 -0.63 1.02 -0.01
N 1.625 4.884 1.726 1.00 -1.51 0.21
N 5.322 -3.388 6.710 -0.41 0.55 0.25
N -5.700 0.156 0.741 1.05 0.27 0.61
N 2.853 -0.249 -0.012 -0.83 -1.04 -0.09
C 6.188 0.458 -2.283 1.20 0.85 0.43
C 3.553 4.214 -4.246 0.10 2.20 0.40
C 3.997 -2.774 6.557 0.35 0.84 0.14
C 1.048 1.561 5.425 -0.95 -0.82 -0.33
C 2.037 4.787 -6.170 -0.28 1.04 -2.20
C 6.450 -3.251 -4.816 0.85 -0.52 2.36
C 4.484 -1.966 2.977 -0.64 0.33 -0.02
C 0.192 1.385 4.150 1.31 2.49 0.00
C -4.734 -4.552 5.334 0.03 -0.86 -1.12
C -5.490 -1.203 1.257 -1.48 0.16 1.56
C 0.722 -0.617 0.993 -0.09 0.64 0.21
C -2.739 0.195 5.277 -0.33 0.37 -0.57
C -0.097 -3.929 4.203 -1.18 -0.26 -0.69
C 4.898 -4.217 -1.211 -0.62 0.73 -0.51
C -4.826 -5.461 6.508 0.66 0.37 1.35
C 2.108 -3.160 -6.896 -1.31 0.69 -2.08
C 0.376 6.538 -6.188 0.17 -0.45 -2.19
C 0.150 1.210 -7.884 0.23 -0.32 -1.47
C 3.934 -1.926 5.271 0.31 -0.05 0.31
C 5.998 2.120 5.858 1.09 -0.04 0.28
C -1.398 -1.213 1.752 -1.32 -0.17 1.44
C -2.361 2.739 0.896 -0.34 0.07 0.50
C 4.340 -3.234 -2.239 -0.67 -1.03 -0.30
C 3.836 6.085 1.134 -1.14 -1.22 -1.52
C 4.047 0.213 -3.595 -1.63 0.10 -0.13
C 1.679 -4.364 1.141 1.63 0.39 1.17
C 2.564 3.721 -5.240 -0.53 -0.08 0.08
C -0.031 -3.423 5.589 0.59 1.89 0.99
C 5.134 1.121 -3.157 1.26 0.78 0.15
C 0.518 4.795 -2.127 -0.91 0.33 -1.11
C -8.811 2.699 2.336 -0.32 -0.52 -1.13
C 3.879 -1.881 7.850 -1.21 -2.28 -1.37
C -5.064 5.984 -2.935 0.23 -0.29 0.92
C 1.110 -3.723 3.337 1.05 0.45 -0.26
C -1.949 3.077 -5.352 -0.90 -0.60 0.31
C 5.304 3.206 3.942 -0.44 1.83 -0.85
C -3.489 4.670 -4.122 -0.29 -0.50 -0.01
C -2.063 -1.984 -2.939 1.43 0.28 -1.05
C 6.322 2.244 1.831 0.29 -0.26 -0.53
C -6.922 -1.783 1.398 2.17 -0.37 0.38
C -6.991 3.753 1.332 -0.21 0.37 -1.10
C 6.466 -0.740 -0.361 1.39 0.81 -0.49
C 0.390 -4.681 -3.278 -0.46 -0.72 -1.25
C -3.875 0.815 -1.810 0.34 -1.22 -0.32
C 0.814 -1.018 -7.280 0.01 0.32 -0.28
C -2.683 4.145 1.508 -0.36 -2.34 -0.15
C -0.390 -5.566 -4.306 -0.69 0.58 2.26
C 5.208 2.164 2.861 0.54 -0.91 0.16
C 0.805 0.363 -1.373 0.22 -0.91 -0.89
C -3.378 3.628 -5.242 -0.03 -0.90 0.68
C 1.494 0.288 -0.033 -0.70 -0.44 1.67
C 4.444 -3.908 -3.675 0.22 1.20 0.22
C -5.055 -5.411 4.079 -1.02 0.26 0.52
C -3.819 -4.255 0.172 1.50 0.31 0.60
C -4.694 -1.997 0.326 1.40 -1.30 -0.54
C -6.279 -6.629 7.969 -0.16 -1.72 -1.20
C -1.224 1.883 4.400 -0.45 0.43 0.14
C 1.992 -1.693 -6.548 -1.45 0.63 0.93
C -0.613 -3.763 -2.579 0.83 -0.99 0.32
C -9.609 1.419 2.115 -0.73 -0.30 1.49
C -3.201 2.456 -0.351 2.01 0.56 0.35
C 2.196 5.264 -0.687 1.77 1.21 1.07
C 2.339 5.694 0.755 1.88 0.67 0.79
C -9.918 1.243 0.653 1.10 -1.17 -1.49
H 2.237 -5.171 1.615 0.12 -0.63 -0.52
H -10.466 2.059 0.238 -0.68 0.65 -0.11
H 5.697 -3.753 5.870 0.14 -0.49 -0.93
H 1.359 4.346 -6.963 0.43 0.04 0.86
H 0.371 2.319 2.239 0.13 -0.10 0.91
H 4.288 -5.130 -1.230 0.28 0.14 0.34
H 4.853 -2.276 -2.058 0.14 -0.23 -0.86
H -1.997 -1.845 -1.847 -0.03 -0.43 -0.33
H -5.825 -7.660 7.834 -0.43 0.90 -0.10
H 0.633 4.881 1.546 -0.12 0.14 -0.17
H -7.361 -6.789 8.154 0.65 0.33 -0.23
H -0.997 -3.624 6.060 0.22 0.41 0.12
H -3.178 -3.628 4.368 -0.07 -0.18 0.28
H -2.256 4.180 2.509 0.32 0.34 -0.17
H 1.822 -0.651 -4.692 0.39 -0.11 -0.57
H 3.780 3.563 -3.435 -0.06 -0.84 0.41
H -0.551 3.455 0.185 -0.33 0.12 0.36
H 2.604 4.283 -0.890 0.14 -0.65 0.08
H -2.917 -2.525 -3.306 -0.97 0.23 0.44
H -2.760 -4.897 5.336 -0.25 1.22 -0.27
H -1.650 2.581 -4.398 -0.04 0.35 -0.74
H -7.759 4.556 1.226 0.58 -0.38 0.05
H 3.650 3.202 -6.766 0.36 -0.57 -0.15
H -3.772 4.260 1.632 0.41 0.30 -0.39
H 6.025 -2.926 -5.742 -0.87 0.19 -0.44
H -5.226 -2.234 -0.590 -0.15 -0.14 -0.28
H -6.853 -2.771 1.825 -0.14 -0.64 -0.35
H -6.067 -5.873 4.098 0.62 0.18 0.28
H -0.692 -5.621 3.318 0.28 -0.44 0.42
H -2.993 5.576 -4.463 0.57 0.24 0.25
H -11.424 0.665 2.754 0.29 0.57 0.31
H -4.889 1.205 -1.551 0.91 -0.06 -0.40
H -0.511 5.909 -6.438 0.56 0.28 -0.10
H -3.001 3.208 -1.106 0.15 0.47 -0.44
H 0.843 -1.862 -4.796 -0.58 -0.62 -0.29
H -9.022 0.557 2.440 0.25 -0.01 0.05
H 0.749 -3.897 6.183 0.11 -0.39 -0.03
H -1.889 2.369 -6.189 -0.13 -0.09 0.37
H -5.806 -6.272 8.873 0.18 0.91 0.04
H 4.742 1.971 -2.557 0.17 -0.48 -0.27
H 2.503 -2.463 -2.703 0.16 0.17 -0.08
H -5.454 -3.743 5.464 0.01 0.09 -0.19
H 1.678 3.377 -4.736 -0.38 -0.71 0.35
H -0.878 0.886 -8.007 -0.37 -0.16 -0.11
H -4.627 6.913 -3.244 0.24 0.87 -0.27
H -9.475 3.490 1.932 0.60 0.02 -0.09
H -0.091 -3.338 -1.726 -0.03 0.39 0.45
H 7.400 -3.727 -5.040 0.22 0.12 -0.12
H -6.190 0.696 1.443 -0.70 -0.05 -0.01
H -4.235 2.510 -0.141 -1.37 0.08 0.54
H 6.823 2.179 6.598 -0.70 -0.21 -0.19
H 6.350 0.874 -4.734 -0.29 0.57 -0.15
H 6.649 -2.427 -4.096 -0.08 0.06 -0.85
H 1.451 1.282 0.433 0.40 -0.03 -0.09
H -1.867 1.752 3.522 0.20 -0.01 -0.15
H 6.170 3.180 1.348 -0.04 1.07 -0.51
H 3.245 5.179 -3.778 0.09 -0.57 -0.42
H -0.943 -3.467 3.653 0.46 0.32 0.36
H -1.063 -6.225 -3.700 0.15 0.57 -0.40
H 0.256 -2.327 5.626 -0.66 -0.98 -0.03
H 0.111 2.250 -7.549 0.36 -0.27 0.35
H 1.884 6.654 0.809 -0.84 0.84 -0.13
H -2.292 -0.774 4.987 0.44 0.47 0.08
H -10.627 1.510 3.966 -0.28 -0.14 -1.35
H 0.892 -1.103 -8.357 0.12 -0.58 -0.53
H 1.186 3.117 3.469 -0.43 -0.33 0.02
H 1.799 -6.157 -2.927 -0.71 0.87 0.65
H -1.010 -1.415 2.788 -0.09 0.07 -0.74
H 5.445 4.187 3.410 -0.04 -0.67 0.57
H -1.988 -0.973 -3.375 -0.20 -0.49 -0.01
H 0.147 0.425 3.725 0.12 -1.70 0.00
H -6.301 4.020 2.138 0.22 0.13 -0.22
H 2.475 2.139 -6.476 -0.32 -0.64 -0.37
H 0.657 1.183 -8.880 -0.51 0.18 0.35
H 2.346 -3.787 -1.816 0.45 -0.57 0.06
H 4.084 7.018 0.601 -0.06 -0.26 0.43
H 5.335 -4.095 7.428 -0.06 -0.09 0.05
H 3.518 0.266 -0.561 0.16 0.22 -0.29
H 2.410 -3.564 1.045 0.22 0.41 -0.26
H 3.223 0.818 -4.053 0.66 -0.52 0.22
H -1.498 -4.323 -2.187 0.35 0.26 -0.38
H 2.087 1.310 5.278 0.33 -0.11 -0.31
H 3.168 -3.510 6.483 0.30 0.25 0.23
H -3.651 -5.201 0.729 -0.11 0.90 0.13
H -0.275 0.499 -1.294 -0.01 -0.07 0.06
H 3.906 6.172 2.198 0.20 0.20 0.54
H 4.432 -0.465 -4.333 0.15 -0.41 -0.63
H 4.477 4.402 -4.771 0.53 0.16 -0.10
H 2.210 -3.254 -7.999 -0.30 0.00 0.43
H 4.298 3.274 4.428 0.69 -0.07 0.12
H 6.836 -1.460 -1.099 0.03 -0.55 0.50
H -4.537 5.711 -1.981 -0.77 0.12 -0.40
H 0.553 -6.048 -1.869 -0.01 -0.61 0.54
H 5.458 -1.450 3.015 -0.19 -0.15 -0.03
H 0.819 6.992 -7.122 -0.45 -0.67 0.51
H -1.508 -2.149 1.214 0.25 -0.42 -0.14
H 5.047 2.442 6.279 -0.10 -0.20 0.38
H 7.369 -0.183 0.013 -0.67 -0.36 -0.17
H -7.486 -1.236 2.096 -0.84 1.05 0.79
H 5.916 1.064 5.502 0.06 0.75 0.02
H -1.299 3.869 -5.620 0.98 0.90 0.03
H 7.373 2.261 2.165 -0.57 -0.47 0.23
H 1.121 -0.422 1.996 0.34 0.11 -0.11
H 1.054 -3.997 -3.800 0.20 0.02 -0.26
H 5.894 -4.401 -1.534 0.97 -0.67 -0.08
H 5.247 1.170 3.340 -0.12 0.01 -0.02
H 3.689 -1.204 2.774 0.45 -0.42 0.37
H 4.429 -2.663 2.141 0.30 -0.01 0.01
H -2.410 -0.799 1.868 0.08 -0.14 0.13
H 4.002 -3.297 -4.485 -0.15 0.14 0.61
H 7.011 1.195 -2.055 -0.59 -0.38 -0.47
H 1.009 -0.585 -1.927 -0.32 0.46 0.24
H 3.006 -3.555 -6.543 1.23 -0.85 1.11
H -2.610 1.917 1.582 -0.09 0.22 0.13
H 6.741 -0.441 -2.686 -0.90 0.65 -0.30
H 4.784 -1.310 7.914 0.11 0.57 0.22
H -0.531 5.003 -2.324 -0.20 -0.15 0.08
H 5.955 -1.181 0.460 -0.48 -0.45 0.60
H -4.704 4.703 -6.298 0.29 -0.13 -0.19
H -5.065 -4.751 3.251 0.07 0.66 -1.16
H -4.865 -1.324 2.198 -1.03 0.65 -0.38
H -8.991 1.173 0.023 -0.42 0.31 0.89
H 3.933 1.641 1.433 -0.38 0.00 -0.13
H -4.089 3.506 -7.194 0.04 -0.65 -0.23
H 5.114 1.946 -4.985 -0.07 0.05 -0.49
H -3.975 2.769 -4.900 -0.31 0.06 -0.04
H -1.163 2.967 4.609 -0.04 -0.32 -0.02
H -3.814 -1.390 0.089 0.34 -0.27 -0.28
H 3.613 -0.411 -2.824 -0.10 0.04 0.46
H 2.803 5.989 -1.307 -0.85 -0.46 0.12
H 1.928 3.886 1.676 -0.10 1.13 0.01
H 2.881 -1.140 -6.888 -0.04 -0.18 0.61
H -3.040 4.221 -3.196 -0.19 0.63 -0.59
H 1.206 1.168 -1.988 0.12 0.12 -0.01
H 3.836 -2.665 8.617 0.15 0.62 0.39
H 2.920 -1.364 7.851 0.23 0.46 0.18
H 0.011 7.393 -5.665 0.04 0.33 1.07
H 2.875 5.236 -6.797 -0.51 -0.27 0.74
H 2.779 -1.209 -0.420 0.48 0.87 0.23
H -8.578 2.988 3.356 -0.07 -0.36 0.47
H -4.376 -4.549 -0.696 -1.20 0.36 -0.37
H -2.210 4.788 0.786 -0.14 1.07 0.14
H -0.999 -4.910 -4.927 0.14 -0.36 -0.37
H -4.309 -6.181 3.877 0.09 0.00 0.34
H 0.131 -5.887 4.772 0.16 -0.25 -0.24
H 4.520 5.308 0.760 -0.02 0.14 0.36
H 1.063 5.210 -2.972 0.31 0.75 0.10
H 0.906 -1.704 0.844 -0.52 0.45 -0.48
H -3.442 0.472 4.448 0.19 -0.24 0.69
H 1.543 -2.694 3.380 -0.54 -0.26 0.01
H -3.522 1.041 -2.837 -0.43 0.50 0.42
H 3.873 -4.838 -3.648 -0.05 -0.06 0.26
H 0.713 3.743 -2.261 -0.04 -0.90 0.58
H -2.860 -3.910 -0.242 0.18 -0.29 0.11
H 4.710 -1.154 5.289 -0.18 0.44 0.47
H -6.525 3.600 0.336 0.30 0.55 0.72
H 0.242 -6.265 -4.790 0.75 -0.28 -1.08
H 4.958 -3.727 -0.240 -0.30 -0.28 0.20
H -4.196 -6.313 6.308 0.49 -0.74 -0.06
H -0.690 1.898 0.083 -0.11 -0.88 0.00
H 1.291 -4.568 0.181 -0.46 -0.54 -0.94
H -4.427 -4.968 7.396 0.24 0.21 0.17
H 0.980 2.601 5.732 -0.02 0.16 0.13
H -3.972 -0.292 -1.814 0.09 0.59 0.24
H -3.261 0.017 6.223 -0.11 0.13 -0.35
H -6.153 6.111 -2.836 0.50 -0.10 0.30
H -10.399 0.293 0.348 -0.25 0.42 0.75
H 0.658 0.931 6.215 -0.07 0.01 0.35
H -4.810 0.647 0.750 0.34 -0.16 -0.38
H -0.158 -1.438 -6.965 0.20 -0.01 0.02
H 1.980 -4.343 3.676 -0.66 -0.09 -0.46
H -7.350 -1.723 0.420 -0.56 -0.28 -0.51
H 6.145 1.518 1.008 0.34 0.09 0.70
H 2.923 -1.474 5.134 0.53 -0.12 0.23
H 1.212 -3.724 -6.597 0.43 0.06 0.13
H 3.165 2.289 2.697 -0.84 -0.32 0.61
```
Positions in Å, forces in eV/Å.